Version w
The following is a DFT calculation (ωB97M-V/def2-TZVPD) of 2 unconnected molecules or ions with the total composition C3H2F3N.

Frontier orbital gap = 10.2 eV
Multiplicity = 1
HOMO level = -9.67 eV

The geometry in XYZ format:
```
9
C3H2F3N | OMol25 | ωB97M-V/def2-TZVPD
C -0.13399 0.78996 0.86056
C 0.58977 1.09952 -0.35481
C 2.54711 0.22106 -0.15297
N -0.44554 0.04490 -0.07757
F 3.30960 0.79053 -1.09782
F 2.94767 0.41455 1.12667
F 2.58834 -1.09723 -0.36780
H 0.03683 0.84137 1.90044
H 0.72706 1.79166 -1.10557
```

=====

Version x
The following is a DFT calculation (ωB97M-V/def2-TZVPD) of C3H2F3N in the gas phase.

Frontier orbital gap = 11.6 eV
SMILES = FC(F)(F)C1=NC1
Multiplicity = 1
HOMO level = -11.33 eV

The geometry in XYZ format:
```
9
C3H2F3N | OMol25 | ωB97M-V/def2-TZVPD
F -3.25923 0.28159 -1.24028
C -2.77981 0.04398 -0.02143
F -3.69514 -0.83271 0.61854
F -2.96988 1.18854 0.66066
C -1.40738 -0.48640 -0.02126
N -0.71805 -1.44486 -0.41130
C -0.03791 -0.36062 0.36283
H 0.65586 0.30311 -0.17737
H 0.27827 -0.71562 1.29998
```

=====

Name the most stable of them. version x.

=====

Version w
The following is a DFT calculation (ωB97M-V/def2-TZVPD) of C4H8F2N2 in the gas phase.

Frontier orbital gap = 10.3 eV
SMILES = NC[C@@H](N)/C(F)=C\F
Multiplicity = 1
HOMO level = -9.36 eV

The geometry in XYZ format:
```
16
C4H8F2N2 | OMol25 | ωB97M-V/def2-TZVPD
N 2.32413 0.50290 -0.39479
C 0.91635 0.76926 -0.26891
C 0.06648 -0.51189 -0.31257
N 0.46228 -1.37179 0.77781
C -1.41830 -0.36300 -0.34271
F -1.97737 -1.57840 -0.52600
C -2.25140 0.60074 -0.00800
F -1.98333 1.89213 0.22691
H 2.65523 -0.24482 0.22155
H 2.88360 1.31072 -0.17267
H 0.68307 1.40914 -1.12972
H 0.51418 1.29608 0.64409
H 0.28635 -1.03867 -1.25720
H -0.07654 -2.22606 0.80961
H 0.24111 -0.86121 1.63131
H -3.32585 0.41485 0.10127
```

=====

Version x
The following is a DFT calculation (ωB97M-V/def2-TZVPD) of a molecular structure, C4H8F2N2.

Frontier orbital gap = 9.3 eV
Multiplicity = 1
HOMO level = -8.26 eV

The geometry in XYZ format:
```
16
C4H8F2N2 | OMol25 | ωB97M-V/def2-TZVPD
C 0.93697 -0.55732 -1.71293
C -1.24517 1.10564 1.32155
C 0.70171 0.08671 0.16356
C -0.74074 0.65887 -0.04863
N 1.09256 -1.79636 -1.82707
N 0.76408 -0.89894 1.12571
F -1.52905 -0.29255 -0.56006
F -0.80280 1.68884 -0.91125
H 0.78766 0.24097 -2.33394
H -2.31651 0.67750 1.54291
H -1.42013 2.15441 1.24762
H -0.52633 0.84914 2.03742
H 1.40437 0.86377 0.30829
H 1.05780 -2.08956 -2.80976
H 1.62514 -1.06488 1.56095
H 0.21042 -1.62626 0.89562
```

=====

Name the most stable of them. version w.

=====

Version w
The following is a DFT calculation (ωB97M-V/def2-TZVPD) of C3H6N2O3 in the gas phase.

Frontier orbital gap = 9.8 eV
SMILES = [H]/N=C(\NOC)OC=O
Multiplicity = 1
HOMO level = -9.50 eV

The geometry in XYZ format:
```
14
C3H6N2O3 | OMol25 | ωB97M-V/def2-TZVPD
H -1.38522 2.79519 0.64292
N -1.71709 1.86324 0.35578
C -1.12136 0.77884 -0.03254
N 0.27769 0.93285 -0.03891
O 1.07331 -0.12390 -0.75297
C 2.04582 -0.51796 0.33638
O -1.51760 -0.18403 -0.93337
C -1.65409 -1.42122 -0.37690
O -1.59151 -1.60585 0.84932
H 0.70154 1.94917 -0.51637
H 1.49750 -1.00520 1.12199
H 2.85969 0.35405 0.56662
H 2.47043 -1.56598 -0.08081
H -1.93910 -2.24920 -1.14115
```

=====

Version x
The following is a DFT calculation (ωB97M-V/def2-TZVPD) of C3H6N2O3 in the gas phase.

Frontier orbital gap = 10.2 eV
SMILES = NC(=O)CONC=O
Multiplicity = 1
HOMO level = -9.61 eV

The geometry in XYZ format:
```
14
C3H6N2O3 | OMol25 | ωB97M-V/def2-TZVPD
N 1.01076 1.39395 0.06912
C 1.85933 0.23238 0.00512
O 3.07956 0.19013 -0.28077
C 0.92612 -1.01025 0.40087
O -0.34340 -0.77127 0.65373
N -1.33659 -0.86055 -0.37772
C -2.13691 0.26747 -0.28649
O -1.91211 1.23185 0.41962
H 1.23607 2.31811 -0.09067
H 0.12790 1.40306 0.65749
H 1.49230 -1.48337 1.14461
H 0.92255 -1.64410 -0.58841
H -1.87421 -1.70947 -0.65059
H -3.05136 0.44206 -1.07593
```

=====

Name the most stable of them. version x.

=====

Version w
The following is a DFT calculation (ωB97M-V/def2-TZVPD) of C23H26N2O4 in the gas phase.

Frontier orbital gap = 8.7 eV
SMILES = CCCOc1ccc(N2C(=O)[C@H]3[C@H](ON(c4ccccc4)[C@@H]3CCC)C2=O)cc1
Multiplicity = 1
HOMO level = -7.94 eV

The geometry in XYZ format:
```
55
C23H26N2O4 | OMol25 | ωB97M-V/def2-TZVPD
C 8.43109 3.19975 1.88547
C 7.66078 1.93189 1.54309
C 6.23089 2.24629 1.11581
O 5.59125 1.02098 0.81541
C 4.29987 1.03230 0.40724
C 3.73896 -0.21721 0.12683
C 2.43202 -0.32493 -0.29121
C 1.66222 0.82252 -0.44550
N 0.31258 0.71572 -0.88417
C -0.73366 1.37950 -0.27132
O -0.63748 2.11063 0.67669
C -2.01971 0.99640 -0.98100
C -1.59408 0.03578 -2.09610
O -2.22701 -1.19449 -1.84056
N -2.43298 -1.21067 -0.41772
C -3.01169 -2.37072 0.07188
C -3.01784 -3.53568 -0.69496
C -3.51499 -4.71182 -0.16938
C -4.01108 -4.75210 1.12281
C -3.99709 -3.59978 1.89047
C -3.50416 -2.41535 1.37802
C -2.90635 0.12312 -0.07222
C -4.40267 0.32123 -0.34789
C -4.95846 1.64276 0.18108
C -4.94284 1.72993 1.70297
C -0.06500 -0.06393 -1.96263
O 0.67433 -0.69451 -2.66328
C 2.20722 2.06661 -0.17484
C 3.51830 2.17411 0.25428
H 7.94985 3.73186 2.70296
H 8.47881 3.86342 1.02507
H 9.44589 2.95386 2.18604
H 7.62681 1.26725 2.40745
H 8.15645 1.39799 0.73112
H 5.70017 2.76245 1.92794
H 6.23756 2.89762 0.23066
H 4.35478 -1.09338 0.25025
H 2.00712 -1.29256 -0.50427
H -2.54351 1.88873 -1.32056
H -1.86506 0.32831 -3.11374
H -2.63234 -3.50130 -1.70096
H -3.51693 -5.60432 -0.77762
H -4.40257 -5.67209 1.52942
H -4.37656 -3.61927 2.90183
H -3.49315 -1.53142 1.99652
H -2.67911 0.30717 0.97988
H -4.56900 0.25393 -1.42617
H -4.94279 -0.50493 0.12090
H -4.39373 2.48194 -0.23067
H -5.98849 1.73832 -0.16942
H -5.46710 2.62429 2.03063
H -3.92601 1.78238 2.08370
H -5.43660 0.86465 2.14006
H 1.60826 2.95592 -0.29029
H 3.91732 3.15391 0.46171
```

=====

Version x
The following is a DFT calculation (ωB97M-V/def2-TZVPD) of C23H26N2O4 in the gas phase.

Frontier orbital gap = 8.9 eV
SMILES = CCCCc1cc(=O)oc2cc(C)cc(O[C@@H](C)C(=O)NCc3ccncc3)c12
Multiplicity = 1
HOMO level = -8.73 eV

The geometry in XYZ format:
```
55
C23H26N2O4 | OMol25 | ωB97M-V/def2-TZVPD
C 2.19857 4.88072 -0.07251
C 1.86483 3.69228 -0.96621
C 2.57553 2.40602 -0.54903
C 2.11844 1.89151 0.82346
C 2.72092 0.54613 1.09068
C 3.81306 0.47699 1.88872
C 4.53008 -0.74510 2.16369
O 5.49646 -0.85299 2.87708
O 4.05766 -1.86862 1.53842
C 2.97045 -1.84859 0.74022
C 2.62087 -3.07605 0.18494
C 1.51978 -3.17736 -0.63948
C 1.14144 -4.47983 -1.26867
C 0.76329 -2.03524 -0.89083
C 1.09203 -0.80530 -0.34855
O 0.33193 0.31190 -0.53752
C -0.65386 0.36360 -1.55782
C -0.08152 0.26519 -2.96883
C -1.81572 -0.62132 -1.32758
O -2.45845 -1.10071 -2.23682
N -2.06570 -0.85311 -0.02455
C -3.15932 -1.68624 0.42699
C -4.25727 -0.86053 1.04448
C -4.87110 0.14751 0.30804
C -5.86517 0.89924 0.91228
N -6.26565 0.70901 2.15805
C -5.68560 -0.25009 2.85605
C -4.67737 -1.05929 2.35276
C 2.23515 -0.67441 0.48254
H 1.82562 4.72952 0.93707
H 3.27505 5.02944 -0.02520
H 1.74554 5.78742 -0.46690
H 0.78527 3.52460 -0.96020
H 2.15718 3.92959 -1.99211
H 2.38051 1.63694 -1.29810
H 3.65420 2.57616 -0.52198
H 1.03182 1.84186 0.84753
H 2.45395 2.58292 1.59676
H 4.21492 1.35896 2.36243
H 3.23138 -3.93288 0.41916
H 0.06953 -4.53107 -1.44348
H 1.44411 -5.31444 -0.64190
H 1.64382 -4.58242 -2.23085
H -0.10549 -2.13415 -1.52129
H -1.09027 1.36489 -1.42634
H -0.90499 0.16542 -3.67040
H 0.56720 -0.60104 -3.06716
H 0.49048 1.15876 -3.20447
H -1.51352 -0.37856 0.67339
H -3.53818 -2.20009 -0.46261
H -2.78484 -2.42585 1.14112
H -4.57978 0.32987 -0.71509
H -6.36946 1.69189 0.37557
H -6.04416 -0.37346 3.86949
H -4.23366 -1.82957 2.96558
```

=====

Name the most stable of them. version x.